1.
Computed, not measured: 6 unconnected molecules or ions with the total composition C3H16NO4 at a distorted geometry, with ωB97M-V with the def2-TZVPD basis set.

Atoms and positions in Å:
O1 0.59 -1.03 -0.25
C1 1.30 -5.15 -0.57
C2 1.97 -3.98 -0.51
N1 -1.00 1.79 -1.33
C3 -1.76 2.91 -1.75
H1 0.82 -0.71 0.62
H2 1.70 -6.15 -0.57
H3 0.23 -5.09 -0.72
H4 1.45 -3.05 -0.66
H5 3.04 -3.99 -0.67
H6 -1.57 1.08 -0.79
H7 -0.12 2.02 -0.83
H8 -1.96 3.61 -0.91
H9 -1.24 3.44 -2.55
H10 -2.74 2.57 -2.07
H11 1.21 1.60 1.09
H12 1.67 3.04 0.84
O2 1.31 2.28 0.39
H13 -3.08 0.59 1.52
H14 -1.52 0.83 1.59
O3 -2.36 1.15 1.24
H15 0.69 -0.27 -0.81
H16 0.54 0.67 2.95
O4 0.31 0.54 2.04

Summary:
E_LUMO = -10.52 eV
Net charge = +1
E = -13035.26993 eV
Energy above the lowest of the compared OMol25 structures with the same formula, charge and spin = 952.0 kJ/mol

***

2.
Computed, not measured: 2 unconnected molecules or ions with the total composition C2H7BrNOP at a distorted geometry, with ωB97M-V with the def2-TZVPD basis set.

Atoms and positions in Å:
C1 0.06 1.00 0.42
N1 0.49 -0.26 -0.10
C2 1.88 -0.44 -0.54
P1 -0.42 -1.66 -0.16
O1 -1.71 -1.43 0.47
H1 -0.59 1.66 -0.26
H2 -0.44 0.99 1.45
H3 1.09 1.67 0.44
H4 2.08 0.37 -1.36
H5 2.59 -0.43 0.23
H6 2.04 -1.54 -1.00
Br1 -3.88 0.59 -0.08
H7 -3.19 -0.54 0.48

Summary:
E_LUMO = 0.05 eV
Net charge = 0
E = -85056.21696 eV
Structure (SMILES) = CN(C)P=O.Br
Energy above the lowest of the compared OMol25 structures with the same formula, charge and spin = 38.2 kJ/mol

***

3.
Computed, not measured: 2 unconnected molecules or ions with the total composition C27H41F4N6O3S2Si2 at a distorted geometry, with ωB97M-V with the def2-TZVPD basis set.

Atoms and positions in Å:
C1 5.51 -2.32 -0.04
C2 4.30 -2.50 0.88
N1 3.09 -2.71 0.07
C3 2.40 -1.45 -0.28
C4 2.40 -1.17 -1.79
C5 2.24 -3.70 0.58
S1 1.92 -3.96 2.14
S2 1.51 -4.81 -0.64
C6 0.06 -3.89 -1.21
C7 -1.19 -4.21 -0.37
C8 -2.28 -3.18 -0.65
C9 -3.51 -3.16 0.32
C10 -3.59 -4.47 0.97
N2 -3.67 -5.47 1.53
C11 -4.73 -3.02 -0.61
O1 -5.89 -2.54 0.06
C12 -7.08 -2.91 -0.45
F1 -7.47 -4.12 -0.01
F2 -7.07 -2.97 -1.80
F3 -8.00 -2.01 -0.08
C13 -3.36 -2.04 1.42
C14 -1.96 -2.08 1.88
N3 -0.87 -2.07 2.24
C15 -4.24 -2.26 2.68
O2 -5.24 -2.89 2.67
N4 -3.78 -1.58 3.86
C16 -3.24 -2.34 4.90
O3 -2.24 -2.14 5.49
F4 -4.06 -3.35 5.20
C17 -3.61 -0.63 0.88
C18 -2.60 0.11 0.29
C19 -2.88 1.38 -0.18
N5 -4.08 1.96 -0.11
C20 -5.03 1.24 0.48
C21 -4.86 -0.02 1.00
H1 6.38 -2.03 0.55
H2 5.31 -1.56 -0.79
H3 5.74 -3.27 -0.53
H4 4.48 -3.35 1.52
H5 4.22 -1.61 1.50
H6 1.37 -1.46 0.07
H7 2.90 -0.61 0.20
H8 3.33 -0.72 -2.12
H9 2.27 -2.11 -2.32
H10 1.57 -0.51 -2.05
H11 -0.11 -4.14 -2.26
H12 0.27 -2.83 -1.14
H13 -1.54 -5.19 -0.68
H14 -0.88 -4.22 0.67
H15 -1.86 -2.18 -0.74
H16 -2.69 -3.43 -1.63
H17 -4.50 -2.36 -1.45
H18 -4.94 -4.01 -1.02
H19 -3.16 -0.80 3.66
H20 -1.60 -0.27 0.19
H21 -2.08 1.95 -0.63
H22 -6.01 1.70 0.55
H23 -5.68 -0.52 1.48
C22 1.97 2.54 1.39
Si1 2.26 4.09 0.34
C23 2.99 5.39 1.52
C24 0.55 4.73 -0.18
N6 3.26 3.68 -0.94
Si2 3.83 4.67 -2.15
C25 4.92 6.11 -1.56
C26 2.48 5.44 -3.25
C27 4.92 3.65 -3.33
H24 1.31 2.74 2.25
H25 1.50 1.76 0.78
H26 2.92 2.16 1.78
H27 2.40 5.46 2.45
H28 2.99 6.38 1.07
H29 4.01 5.12 1.79
H30 0.13 4.08 -0.94
H31 0.61 5.74 -0.60
H32 -0.14 4.77 0.66
H33 4.33 6.88 -1.06
H34 5.44 6.59 -2.40
H35 5.67 5.74 -0.86
H36 1.77 4.67 -3.56
H37 2.90 5.89 -4.15
H38 1.93 6.22 -2.72
H39 4.34 2.83 -3.77
H40 5.76 3.22 -2.78
H41 5.32 4.26 -4.15

Summary:
E_LUMO = 1.27 eV
Net charge = -1
E = -92046.00905 eV

***

4.
Computed, not measured: a molecular structure, HO7PS2 at a distorted geometry, with ωB97M-V with the def2-TZVPD basis set.

Atoms and positions in Å:
O1 -0.15 0.62 2.93
O2 2.70 -4.03 -3.91
O3 -2.43 1.55 3.33
O4 -0.72 2.95 2.57
O5 2.55 -1.85 -5.16
O6 0.72 0.96 0.46
O7 -1.70 1.18 1.15
P1 -0.47 0.10 0.72
S1 -1.17 1.58 2.64
S2 1.97 -2.75 -4.15
H1 -1.29 -0.31 -0.56

Summary:
E_LUMO (spin up / spin down) = 5.52 / 3.95 eV
Net charge = -2
E = -45308.14983 eV
Energy above the lowest of the compared OMol25 structures with the same formula, charge and spin = 190.1 kJ/mol

***

5.
Computed, not measured: a molecular structure, C19H21ClF6INO4PS3W at a distorted geometry, with ωB97M-V with the def2-TZVPD basis set.

Atoms and positions in Å:
W1 0.92 -0.89 0.34
Cl1 3.34 -7.14 -1.63
C1 2.54 -5.85 -0.80
C2 1.63 -6.13 0.18
C3 0.97 -5.10 0.88
I1 -0.41 -5.54 2.37
C4 1.22 -3.78 0.58
O1 0.68 -2.75 1.20
C5 2.13 -3.50 -0.46
N1 2.32 -2.17 -0.74
C6 3.19 -1.82 -1.67
C7 3.91 -2.77 -2.40
C8 3.73 -4.10 -2.15
C9 2.82 -4.51 -1.15
H1 1.41 -7.17 0.43
H2 3.31 -0.76 -1.85
H3 4.61 -2.43 -3.15
H4 4.27 -4.85 -2.71
C10 3.19 2.36 4.94
C11 2.22 2.78 3.86
C12 0.93 3.38 4.38
O2 1.87 1.67 2.94
P1 1.47 0.18 3.10
S1 2.82 -0.92 2.08
S2 -0.38 -0.08 2.25
O3 1.43 -0.09 4.63
C13 0.95 -1.25 5.43
C14 -0.54 -1.11 5.68
C15 1.33 -2.56 4.79
H5 3.64 3.26 5.36
H6 3.98 1.74 4.54
H7 2.68 1.83 5.75
H8 2.71 3.47 3.18
H9 0.39 2.65 4.98
H10 0.30 3.72 3.57
H11 1.17 4.23 5.02
H12 1.49 -1.11 6.36
H13 -1.11 -1.30 4.77
H14 -0.78 -0.11 6.05
H15 -0.84 -1.83 6.43
H16 0.80 -2.71 3.84
H17 1.04 -3.37 5.46
H18 2.40 -2.63 4.61
C16 -2.11 -2.74 -1.94
C17 -1.45 -1.40 -1.71
O4 -0.47 -1.54 -0.70
C18 -2.49 -0.37 -1.19
F1 -3.19 -0.92 -0.19
F2 -1.91 0.73 -0.71
F3 -3.33 -0.03 -2.16
C19 -0.78 -0.87 -3.03
F4 0.49 -1.32 -3.09
F5 -1.42 -1.34 -4.09
F6 -0.75 0.46 -3.10
H19 -2.51 -3.10 -1.00
H20 -1.37 -3.45 -2.32
H21 -2.92 -2.65 -2.67
S3 1.60 0.98 -0.49

Summary:
E_LUMO = -5.09 eV
Net charge = +1
E = -110272.60763 eV

***

6.
Computed, not measured: a molecular structure, C8H8AuN3S5Sb, with ωB97M-V with the def2-TZVPD basis set.

Atoms and positions in Å:
Au1 -0.09 0.08 -0.88
C1 -5.00 -2.03 -1.40
S1 -4.89 -0.35 -0.76
C2 -3.17 -0.03 -0.73
S2 -2.06 -1.24 -1.27
N1 -2.92 1.17 -0.29
N2 -1.60 1.49 -0.26
C3 -1.25 2.64 0.16
C4 0.17 2.99 0.20
C5 0.60 4.20 0.72
C6 1.96 4.48 0.74
C7 2.84 3.53 0.25
C8 2.33 2.34 -0.25
N3 1.04 2.09 -0.28
H1 -6.06 -2.24 -1.46
H2 -4.52 -2.74 -0.73
H3 -4.56 -2.11 -2.39
H4 -2.01 3.35 0.50
H5 -0.12 4.91 1.10
H6 2.32 5.41 1.14
H7 3.91 3.70 0.26
H8 2.98 1.56 -0.62
S3 1.42 -0.47 2.02
Sb1 2.73 -1.73 0.72
S4 1.67 -1.36 -1.62
S5 1.24 -3.16 -0.64

Summary:
E_LUMO (spin up / spin down) = -1.11 / -1.24 eV
Net charge = 0
Expectation value of S² = 0.76
Multiplicity = 2
E = -77302.28527 eV
Energy above the lowest of the compared OMol25 structures with the same formula, charge and spin = 0.0 kJ/mol

***

7.
Computed, not measured: a molecular structure, C18H24FeNO2 at a distorted geometry, with ωB97M-V with the def2-TZVPD basis set.

Atoms and positions in Å:
C1 -0.66 4.52 2.59
O1 -0.14 4.20 1.28
C2 0.29 2.95 1.19
C3 0.83 2.51 -0.16
C4 2.06 3.32 -0.56
C5 3.27 2.39 -0.52
C6 2.78 0.98 -0.18
N1 1.27 1.04 -0.01
O2 0.28 2.18 2.16
H1 -0.97 5.56 2.51
H2 -1.51 3.87 2.82
H3 0.12 4.40 3.35
H4 0.02 2.59 -0.90
H5 1.89 3.72 -1.57
H6 2.21 4.19 0.10
H7 3.79 2.38 -1.49
H8 4.00 2.72 0.23
H9 3.00 0.26 -0.97
H10 3.21 0.63 0.76
H11 0.77 0.51 -0.73
C7 0.28 -0.92 1.81
C8 0.97 -1.01 0.60
C9 0.42 -2.00 -0.40
C10 0.14 -3.39 -0.11
C11 -0.31 -4.03 -1.34
C12 -0.29 -3.03 -2.39
C13 0.17 -1.78 -1.82
Fe1 -1.43 -2.48 -0.87
C14 -2.53 -1.01 -0.16
C15 -2.63 -2.19 0.68
C16 -3.08 -3.29 -0.14
C17 -3.27 -2.80 -1.50
C18 -2.93 -1.39 -1.51
H12 0.51 -0.13 2.52
H13 0.99 0.84 0.97
H14 -0.39 -1.71 2.15
H15 2.07 -0.99 0.57
H16 0.30 -3.87 0.85
H17 -0.53 -5.09 -1.46
H18 -0.50 -3.21 -3.45
H19 0.36 -0.85 -2.34
H20 -2.31 0.00 0.18
H21 -2.48 -2.21 1.75
H22 -3.32 -4.29 0.22
H23 -3.68 -3.37 -2.33
H24 -3.05 -0.71 -2.35

Summary:
E_LUMO (spin up / spin down) = 2.69 / 1.34 eV
Net charge = -1
Expectation value of S² = 6.01
Multiplicity = 5
E = -59016.90823 eV
Energy above the lowest of the compared OMol25 structures with the same formula, charge and spin = 162.7 kJ/mol

***

8.
Computed, not measured: 10 unconnected molecules or ions with the total composition C5H31NO10 at a distorted geometry, with ωB97M-V with the def2-TZVPD basis set.

Atoms and positions in Å:
C1 0.42 -3.19 1.54
N1 0.65 -2.19 0.52
C2 1.97 -2.34 -0.11
C3 0.40 -0.81 1.03
C4 -1.04 -0.37 0.79
C5 -1.24 0.91 -0.04
O1 -0.33 0.93 -1.16
H1 0.49 -4.21 1.18
H2 1.09 -3.14 2.42
H3 -0.55 -3.03 2.01
H4 2.77 -2.36 0.62
H5 1.87 -3.30 -0.62
H6 2.08 -1.58 -0.88
H7 1.00 -0.27 0.31
H8 0.55 -0.66 2.10
H9 -1.45 -1.19 0.21
H10 -1.67 -0.18 1.66
H11 -0.94 1.72 0.64
H12 -2.27 1.13 -0.27
H13 -0.70 0.28 -1.77
O2 -2.55 2.23 -2.57
H14 -1.77 2.45 -2.04
H15 -2.67 1.31 -2.30
O3 2.73 -1.24 3.15
H16 3.11 -1.06 4.01
H17 2.33 -0.41 2.85
O4 2.37 1.69 2.63
H18 3.15 1.30 2.22
H19 1.80 2.09 1.98
O5 0.78 3.83 -0.62
H20 0.10 4.50 -0.47
H21 0.30 3.06 -0.93
O6 -3.23 -0.64 -1.61
H22 -2.68 -1.34 -1.20
H23 -3.32 -0.85 -2.54
O7 -4.52 -0.86 0.96
H24 -4.04 -0.22 0.42
H25 -4.17 -1.72 0.73
O8 1.51 3.45 -3.52
H26 1.62 3.12 -2.63
H27 0.62 3.81 -3.61
O9 -1.32 -2.52 -1.75
H28 -0.70 -2.67 -1.00
H29 -1.40 -3.43 -2.04
O10 3.13 2.52 0.19
H30 2.70 2.01 -0.50
H31 3.03 3.45 0.00

Summary:
E_LUMO = 0.09 eV
Net charge = 0
E = -27652.22140 eV
Structure (SMILES) = CN(C)CCCO.O.O.O.O.O.O.O.O.O
Energy above the lowest of the compared OMol25 structures with the same formula, charge and spin = 199.7 kJ/mol

***

9.
Computed, not measured: a molecular structure, C34H27Br2CdFN2OP at a distorted geometry, with ωB97M-V with the def2-TZVPD basis set.

Atoms and positions in Å:
Cd1 -2.00 1.56 1.23
Br1 4.85 5.13 1.11
C1 3.08 4.55 1.13
C2 2.10 5.53 1.17
C3 0.80 5.16 1.36
C4 0.41 3.77 1.34
O1 -0.85 3.46 1.40
C5 1.42 2.77 1.18
C6 1.19 1.34 1.19
N1 0.12 0.68 1.57
C7 0.12 -0.51 2.26
C8 1.25 -1.34 2.36
C9 1.21 -2.51 3.16
C10 0.04 -2.94 3.71
C11 -1.16 -2.23 3.53
C12 -2.49 -2.72 3.81
C13 -3.60 -1.88 3.63
C14 -3.38 -0.61 3.09
N2 -2.20 -0.19 2.66
C15 -1.08 -0.99 2.83
C16 2.74 3.19 1.07
H1 2.44 6.54 1.16
H2 0.02 5.94 1.41
H3 2.02 0.81 0.77
H4 2.18 -1.01 1.93
H5 2.14 -3.08 3.36
H6 0.03 -3.81 4.34
H7 -2.57 -3.74 4.23
H8 -4.61 -2.21 3.74
H9 -4.23 0.06 2.95
H10 3.52 2.46 0.83
Br2 -2.82 -1.33 -0.94
C17 -4.17 0.04 -1.17
C18 -5.53 -0.33 -1.35
C19 -6.47 0.63 -1.84
C20 -6.01 1.88 -2.23
C21 -4.67 2.19 -2.09
C22 -4.11 3.35 -2.67
C23 -2.83 3.73 -2.45
C24 -2.07 3.04 -1.47
C25 -2.51 1.90 -0.86
C26 -3.73 1.38 -1.37
H11 -5.75 -1.41 -1.21
H12 -7.55 0.38 -1.81
H13 -6.64 2.64 -2.63
H14 -4.68 3.94 -3.36
H15 -2.35 4.59 -2.95
H16 -1.07 3.42 -1.15
F1 0.80 -1.48 -1.66
C27 1.07 -4.03 -1.53
P1 1.87 -2.57 -2.14
C28 1.73 -2.68 -3.90
C29 3.52 -2.18 -1.52
C30 4.13 -2.91 -0.48
C31 5.45 -2.68 -0.05
C32 6.28 -1.75 -0.68
C33 5.73 -1.08 -1.79
C34 4.39 -1.29 -2.18
H17 0.11 -3.74 -1.05
H18 1.58 -4.61 -0.77
H19 0.85 -4.72 -2.39
H20 2.52 -3.27 -4.39
H21 1.71 -1.67 -4.28
H22 0.71 -3.02 -4.08
H23 3.60 -3.75 0.02
H24 5.89 -3.32 0.68
H25 7.26 -1.46 -0.32
H26 6.25 -0.36 -2.41
H27 3.99 -0.65 -2.98

Summary:
E_LUMO (spin up / spin down) = 2.26 / 2.27 eV
Net charge = -1
E = -197378.02624 eV
Energy above the lowest of the compared OMol25 structures with the same formula, charge and spin = 405.1 kJ/mol

***

10.
Computed, not measured: a molecular structure, C13H28BrN5O4P2Sc at a distorted geometry, with ωB97M-V with the def2-TZVPD basis set.

Atoms and positions in Å:
Sc1 -1.03 -1.36 -0.44
C1 3.05 0.15 2.83
N1 2.47 -0.86 1.96
C2 2.99 -2.20 2.18
P1 1.91 -0.50 0.46
O1 0.81 -1.46 0.03
O2 1.25 0.97 0.70
P2 -0.11 1.45 -0.03
O3 -1.19 0.40 0.25
N2 0.28 1.35 -1.64
C3 1.18 2.37 -2.17
C4 -0.61 0.79 -2.65
N3 -0.35 2.96 0.55
C5 -0.21 3.23 1.98
C6 -1.42 3.72 -0.07
N4 2.91 -0.31 -0.85
C7 4.05 0.59 -0.72
C8 3.20 -1.49 -1.66
H1 2.76 -0.07 3.86
H2 2.68 1.14 2.57
H3 4.14 0.15 2.78
H4 2.72 -2.52 3.19
H5 4.07 -2.24 2.09
H6 2.54 -2.89 1.46
H7 1.75 2.79 -1.34
H8 0.64 3.18 -2.67
H9 1.87 1.93 -2.88
H10 -1.27 -0.02 -2.21
H11 0.00 0.36 -3.45
H12 -1.26 1.54 -3.10
H13 0.63 2.68 2.39
H14 -1.12 2.98 2.53
H15 -0.02 4.30 2.10
H16 -1.47 3.52 -1.14
H17 -1.21 4.78 0.07
H18 -2.39 3.51 0.39
H19 3.81 1.40 -0.04
H20 4.28 1.01 -1.70
H21 4.95 0.07 -0.37
H22 2.36 -2.18 -1.63
H23 4.10 -2.01 -1.32
H24 3.37 -1.17 -2.69
O4 -6.71 -3.81 0.32
C9 -5.63 -3.12 0.16
C10 -5.55 -1.73 -0.03
C11 -4.33 -1.14 -0.25
N5 -3.15 -1.82 -0.26
C12 -3.25 -3.15 -0.01
Br1 -1.47 -3.99 0.07
C13 -4.40 -3.84 0.19
H25 -7.55 -3.31 0.29
H26 -6.44 -1.12 -0.01
H27 -4.25 -0.07 -0.42
H28 -4.42 -4.91 0.37

Summary:
E_LUMO = -10.29 eV
Net charge = +3
E = -138877.74479 eV
Energy above the lowest of the compared OMol25 structures with the same formula, charge and spin = 90.2 kJ/mol